# 1
Entry from the Open Molecules 2025 dataset: C40H40FN5O2S2Ti as an isolated structure (the ωB97M-V functional and the def2-TZVPD basis).

Values from the calculation:
- orbital gap (spin up / spin down) (eV) = 4.320 / 6.384
- expectation value of S² = 0.775
- total energy (Ha) = -3718.312903
- energy above the lowest of the compared OMol25 structures with the same formula, charge and spin (kJ/mol) = 304.2
- E_LUMO (spin up / spin down) (eV) = 2.24 / 2.24

Geometry as ORCA input:
```
! RIJCOSX wB97M-V def2-TZVPD def2/J DEFGRID3
* xyz -1 2
Ti 0.05 -0.05 0.01
O 1.35 0.64 -0.98
C 2.64 0.54 -1.10
C 3.38 1.53 -1.77
C 4.75 1.40 -1.97
C 5.42 0.27 -1.51
C 4.73 -0.71 -0.84
C 3.34 -0.61 -0.59
C 2.65 -1.61 0.12
N 1.37 -1.58 0.40
C 0.79 -2.69 1.12
C -0.73 -2.62 0.84
N -1.08 -1.25 1.08
C -1.42 -0.99 2.35
C -1.22 0.18 3.04
C -1.68 0.32 4.38
C -1.13 1.20 5.25
C 0.01 1.95 4.86
C 0.46 1.92 3.59
C -0.33 1.26 2.48
O 0.50 0.81 1.47
H 2.86 2.40 -2.13
H 5.29 2.18 -2.49
H 6.48 0.16 -1.70
H 5.25 -1.59 -0.49
H 3.24 -2.48 0.44
H 0.94 -2.55 2.20
H 1.23 -3.65 0.82
H -1.27 -3.31 1.51
H -0.93 -2.91 -0.20
H -1.91 -1.80 2.91
H -2.44 -0.38 4.71
H -1.50 1.28 6.26
H 0.56 2.51 5.61
H 1.35 2.43 3.27
C -3.94 0.35 1.12
C -4.40 0.88 -0.23
C -4.70 -0.27 -1.19
C -3.47 1.94 -0.81
C -4.05 3.21 -0.85
C -3.44 4.28 -1.46
C -2.20 4.09 -2.05
C -1.55 2.87 -1.98
C -0.22 2.74 -2.70
C 0.68 3.98 -2.59
C -0.44 2.46 -4.20
C -2.17 1.77 -1.33
N -1.48 0.52 -1.33
C -1.63 -0.18 -2.48
C -2.60 0.09 -3.49
C -2.73 -0.70 -4.61
C -1.88 -1.77 -4.85
C -0.89 -2.05 -3.92
C -0.81 -1.28 -2.78
F 0.19 -1.61 -1.87
H -4.72 -0.26 1.57
H -3.71 1.18 1.79
H -3.05 -0.25 0.97
H -5.36 1.39 -0.06
H -3.81 -0.88 -1.38
H -5.07 0.11 -2.14
H -5.46 -0.92 -0.76
H -5.02 3.35 -0.41
H -3.93 5.24 -1.50
H -1.76 4.92 -2.58
H 0.33 1.90 -2.27
H 0.20 4.86 -3.00
H 1.59 3.82 -3.16
H 0.95 4.18 -1.56
H -0.95 3.30 -4.67
H -1.04 1.57 -4.35
H 0.52 2.31 -4.68
H -3.24 0.95 -3.37
H -3.50 -0.47 -5.33
H -1.96 -2.36 -5.75
H -0.17 -2.84 -4.07
S -2.34 3.29 2.42
C -0.98 2.53 1.93
C 2.66 7.38 0.24
C 1.31 6.76 0.38
C 0.13 7.51 0.37
C -1.05 6.81 0.58
N -1.09 5.51 0.76
C 0.08 4.88 0.72
S 0.24 3.13 0.79
N 1.27 5.46 0.55
H 2.59 8.46 0.14
H 3.17 6.96 -0.63
H 3.26 7.13 1.12
H 0.14 8.58 0.20
H -2.01 7.31 0.62
*
```


# 2
Entry from the Open Molecules 2025 dataset: C4H5BF7O2Sn as an isolated structure (the ωB97M-V functional and the def2-TZVPD basis).

Values from the calculation:
- orbital gap (eV) = 2.353
- total energy (Ha) = -1243.737751
- energy above the lowest of the compared OMol25 structures with the same formula, charge and spin (kJ/mol) = 732.7
- E_LUMO (eV) = -10.82

Geometry as ORCA input:
```
! RIJCOSX wB97M-V def2-TZVPD def2/J DEFGRID3
* xyz 1 1
Sn -4.31 -1.19 1.78
B -7.74 3.95 2.53
F -7.17 3.65 3.79
F -9.02 3.52 2.41
F -7.69 5.32 2.23
F -6.99 3.38 1.57
C 3.35 -0.86 -3.34
C 2.47 -1.15 -2.15
O 3.24 -1.36 -1.03
C 2.64 -1.70 0.20
O 1.55 -2.16 0.37
C 3.54 -1.59 1.44
F 2.95 -1.16 2.55
F 4.00 -2.79 1.80
F 4.59 -0.83 1.12
H 2.81 -1.07 -4.27
H 4.18 -1.56 -3.34
H 3.85 0.10 -3.25
H 2.02 -2.12 -2.37
H 1.71 -0.37 -2.07
*
```


# 3
Entry from the Open Molecules 2025 dataset: C3H5LiMgO3 as an isolated structure (the ωB97M-V functional and the def2-TZVPD basis).

Values from the calculation:
- orbital gap (spin up / spin down) (eV) = 6.808 / 6.234
- expectation value of S² = 0.754
- total energy (Ha) = -549.434686
- energy above the lowest of the compared OMol25 structures with the same formula, charge and spin (kJ/mol) = 0.0
- E_LUMO (spin up / spin down) (eV) = -16.38 / -16.95

Geometry as ORCA input:
```
! RIJCOSX wB97M-V def2-TZVPD def2/J DEFGRID3
* xyz 3 2
H -0.30 -0.69 0.89
O 1.24 0.82 -0.27
C 1.26 -0.47 -0.65
C 0.63 -1.26 0.64
C -3.26 0.98 0.11
O -2.19 1.09 -0.32
O -4.32 0.87 0.53
Mg 2.76 1.83 0.62
Li -0.54 1.84 -1.05
H 2.27 -0.89 -0.76
H 0.56 -0.68 -1.47
H 1.33 -1.15 1.47
H 0.55 -2.28 0.26
*
```


# 4
Entry from the Open Molecules 2025 dataset: an isolated molecule of C5H9NO4S (the ωB97M-V functional and the def2-TZVPD basis).

Values from the calculation:
- orbital gap (eV) = 9.621
- total energy (Ha) = -949.699249
- energy above the lowest of the compared OMol25 structures with the same formula, charge and spin (kJ/mol) = 441.7
- SMILES = CN1CS(=O)(=O)C[C@]2(O)O[C@H]12
- E_LUMO (eV) = 0.46

Geometry as ORCA input:
```
! RIJCOSX wB97M-V def2-TZVPD def2/J DEFGRID3
* xyz 0 1
C -0.89 2.28 -0.51
N -0.53 1.09 0.31
C 0.76 0.91 0.97
S 1.83 -0.12 -0.14
O 3.08 -0.34 0.56
O 2.01 0.46 -1.45
C 0.96 -1.72 0.07
C -0.56 -1.40 -0.17
O -1.23 -2.54 0.26
O -1.02 -0.82 -1.22
C -1.30 -0.10 0.00
H -0.04 2.76 -1.00
H -1.41 1.84 -1.34
H -1.41 2.93 0.19
H 1.09 1.95 1.20
H 0.75 0.32 1.81
H 1.31 -2.18 0.96
H 1.24 -2.55 -0.67
H -2.25 -2.64 0.01
H -2.37 -0.14 0.17
*
```


# 5
Entry from the Open Molecules 2025 dataset: an isolated molecule of C8H10ClN3O3 (the ωB97M-V functional and the def2-TZVPD basis).

Values from the calculation:
- orbital gap (eV) = 7.829
- total energy (Ha) = -1160.816533
- energy above the lowest of the compared OMol25 structures with the same formula, charge and spin (kJ/mol) = 209.3
- SMILES = [H]/N=C1/C=CC(N)=C[C@@H]1O/[N+]([O-])=C(/O)CCl
- E_LUMO (eV) = -0.55

Geometry as ORCA input:
```
! RIJCOSX wB97M-V def2-TZVPD def2/J DEFGRID3
* xyz 0 1
H 0.93 2.95 0.58
N 0.67 2.08 0.98
C -0.14 1.18 0.46
C -0.71 0.16 1.28
C -1.44 -0.85 0.74
C -1.61 -0.98 -0.67
N -2.50 -2.04 -1.00
C -0.91 -0.26 -1.54
C 0.02 0.83 -1.03
O 1.27 0.15 -1.20
N 2.38 0.90 -0.73
O 2.63 2.07 -1.18
C 3.11 0.38 0.24
O 4.26 0.98 0.52
C 2.95 -0.95 1.02
Cl 2.88 -2.19 -0.39
H -0.55 0.33 2.33
H -2.01 -1.53 1.43
H -3.21 -2.03 -0.32
H -2.80 -2.10 -1.90
H -1.15 -0.32 -2.64
H 0.02 1.81 -1.60
H 4.46 1.69 -0.11
H 3.75 -1.25 1.64
H 2.01 -0.96 1.37
*
```


# 6
Entry from the Open Molecules 2025 dataset: an isolated molecule of C4H9NO (the ωB97M-V functional and the def2-TZVPD basis).

Values from the calculation:
- orbital gap (eV) = 10.224
- total energy (Ha) = -287.762418
- energy above the lowest of the compared OMol25 structures with the same formula, charge and spin (kJ/mol) = 183.9
- SMILES = C[C@@H](C=O)CN
- E_LUMO (eV) = 0.94

Geometry as ORCA input:
```
! RIJCOSX wB97M-V def2-TZVPD def2/J DEFGRID3
* xyz 0 1
C -0.07 -1.55 -0.81
C -0.37 -0.13 -0.34
C -1.43 -0.11 0.79
O -1.94 -1.13 1.25
C 0.79 0.52 0.38
N 0.88 1.94 0.19
H -0.98 -2.12 -1.01
H 0.54 -1.53 -1.72
H 0.49 -2.11 -0.05
H -0.74 0.47 -1.18
H -1.92 0.87 0.89
H 1.75 0.04 0.21
H 0.43 0.31 1.51
H 1.66 2.34 0.70
H 0.91 2.20 -0.80
*
```


# 7
Entry from the Open Molecules 2025 dataset: C3H7O2 as an isolated structure (the ωB97M-V functional and the def2-TZVPD basis).

Values from the calculation:
- orbital gap (eV) = 7.924
- total energy (Ha) = -268.953577
- energy above the lowest of the compared OMol25 structures with the same formula, charge and spin (kJ/mol) = 226.9
- E_LUMO (eV) = 4.74

Geometry as ORCA input:
```
! RIJCOSX wB97M-V def2-TZVPD def2/J DEFGRID3
* xyz -1 1
C 0.57 0.72 -0.75
O -0.13 1.07 0.40
C 1.73 -0.18 -0.39
H 0.91 1.63 -1.27
H -0.18 0.20 -1.47
H 2.27 -0.67 -1.21
H 1.35 -1.03 0.17
H 2.45 0.29 0.31
O -1.09 -1.28 -0.02
C -1.28 -0.30 0.79
H -2.24 0.28 0.64
H -0.96 -0.47 1.87
*
```


# 8
Entry from the Open Molecules 2025 dataset: an isolated ion of composition C4H8NS2 and charge +1 (the ωB97M-V functional and the def2-TZVPD basis).

Values from the calculation:
- orbital gap (eV) = 10.693
- total energy (Ha) = -1008.026768
- energy above the lowest of the compared OMol25 structures with the same formula, charge and spin (kJ/mol) = 118.1
- SMILES = SC1(S)CC=C[NH2+]1
- E_LUMO (eV) = -3.34

Geometry as ORCA input:
```
! RIJCOSX wB97M-V def2-TZVPD def2/J DEFGRID3
* xyz 1 1
S -1.15 0.25 1.97
C -0.47 -0.44 0.48
S -0.41 -2.26 0.35
C -0.96 0.20 -0.85
C 0.04 1.23 -1.22
C 1.17 1.16 -0.53
N 1.15 -0.02 0.32
H -2.01 -0.73 2.31
H 0.48 -2.41 1.33
H -1.86 0.60 -0.78
H -0.96 -0.45 -1.83
H -0.17 1.90 -1.97
H 2.04 1.67 -0.66
H 1.52 -0.86 -0.11
H 1.61 0.15 1.21
*
```


# 9
Entry from the Open Molecules 2025 dataset: C28H24F6N6O8S2Ti as an isolated structure (the ωB97M-V functional and the def2-TZVPD basis).

Values from the calculation:
- orbital gap (spin up / spin down) (eV) = 7.790 / 8.141
- expectation value of S² = 0.752
- total energy (Ha) = -4256.747720
- energy above the lowest of the compared OMol25 structures with the same formula, charge and spin (kJ/mol) = 19.8
- E_LUMO (spin up / spin down) (eV) = -3.79 / -3.78

Geometry as ORCA input:
```
! RIJCOSX wB97M-V def2-TZVPD def2/J DEFGRID3
* xyz 1 2
Ti 0.40 -0.12 0.43
C -2.17 -1.66 1.92
C -3.11 -0.82 1.06
C -3.11 -1.31 -0.37
C -4.24 -1.24 -1.17
C -4.18 -1.75 -2.46
C -2.99 -2.32 -2.90
C -1.91 -2.33 -2.03
N -1.96 -1.82 -0.80
N -0.87 -0.98 2.20
C -1.11 0.12 3.18
C -0.94 1.50 2.61
C -1.64 2.59 3.11
C -1.36 3.85 2.63
C -0.36 4.00 1.67
C 0.28 2.87 1.21
N -0.02 1.64 1.65
C 0.01 -1.99 2.83
C 1.38 -1.41 3.05
C 2.19 -1.74 4.12
C 3.44 -1.17 4.22
C 3.85 -0.27 3.25
C 2.99 0.02 2.21
N 1.78 -0.54 2.11
H -1.94 -2.59 1.41
H -2.63 -1.91 2.88
H -2.81 0.23 1.08
H -4.12 -0.86 1.46
H -5.15 -0.81 -0.79
H -5.04 -1.71 -3.10
H -2.90 -2.73 -3.89
H -0.96 -2.74 -2.34
H -0.38 0.04 3.99
H -2.10 0.02 3.63
H -2.41 2.44 3.86
H -1.90 4.71 2.99
H -0.11 4.97 1.27
H 1.03 2.93 0.44
H 0.09 -2.83 2.14
H -0.41 -2.36 3.77
H 1.83 -2.44 4.87
H 4.09 -1.41 5.06
H 4.82 0.21 3.30
H 3.26 0.71 1.42
O 0.89 -2.03 -0.06
C 1.75 -2.47 -0.85
C 2.72 -1.70 -1.54
C 3.64 -2.38 -2.36
C 4.62 -1.68 -2.99
C 4.74 -0.29 -2.84
C 3.85 0.39 -2.05
C 2.81 -0.29 -1.38
O 1.99 0.37 -0.62
N 5.59 -2.40 -3.83
O 6.46 -1.74 -4.36
O 5.45 -3.59 -3.95
H 1.77 -3.55 -1.01
H 3.58 -3.46 -2.49
H 5.53 0.23 -3.36
H 3.91 1.46 -1.94
F 0.86 3.09 -1.77
C 0.42 2.34 -2.78
F 1.46 1.69 -3.29
F -0.09 3.13 -3.71
S -0.88 1.08 -2.26
O -0.79 1.06 -0.76
O -0.45 -0.13 -2.88
N -2.23 1.60 -2.75
S -2.82 3.03 -2.31
O -1.93 3.72 -1.42
O -3.40 3.69 -3.43
C -4.25 2.54 -1.26
F -4.88 3.63 -0.86
F -5.10 1.76 -1.93
F -3.83 1.88 -0.17
*
```


# 10
Entry from the Open Molecules 2025 dataset: C16H23Br15O7 as an isolated structure (the ωB97M-V functional and the def2-TZVPD basis).

Values from the calculation:
- orbital gap (eV) = 9.633
- total energy (Ha) = -39760.339421
- E_LUMO (eV) = -0.23

Geometry as ORCA input:
```
! RIJCOSX wB97M-V def2-TZVPD def2/J DEFGRID3
* xyz 0 1
C 1.14 0.77 -5.74
C 2.03 -0.30 -5.19
C 3.55 -0.02 -5.29
O 4.05 -0.25 -3.99
C 3.01 -0.49 -3.15
O 3.11 -0.73 -2.01
O 1.82 -0.40 -3.78
H 0.10 0.45 -5.83
H 1.45 1.05 -6.75
H 1.08 1.66 -5.10
H 1.76 -1.26 -5.64
H 3.74 1.01 -5.59
H 4.07 -0.68 -5.98
C -5.10 0.23 1.89
C -4.45 -0.39 3.12
C -3.13 0.26 3.60
O -3.44 0.81 4.88
C -4.71 0.46 5.26
O -5.18 0.69 6.30
O -5.36 -0.16 4.26
H -4.44 0.11 1.02
H -5.28 1.30 2.03
H -6.06 -0.25 1.72
H -4.27 -1.45 2.94
H -2.78 1.03 2.91
H -2.36 -0.49 3.74
C 1.22 0.94 0.25
C -0.01 0.75 1.06
O -1.06 1.32 0.77
C 0.06 -0.14 2.27
H 1.69 -0.02 0.12
H 1.90 1.69 0.64
H 0.87 1.26 -0.74
H -0.75 -0.87 2.18
H -0.17 0.45 3.16
H 1.01 -0.64 2.43
C 3.64 -3.90 4.54
Br 2.15 -2.74 4.85
Br 5.20 -3.30 5.49
Br 4.00 -4.14 2.69
H 3.39 -4.85 4.99
C -1.07 -3.40 0.16
Br -2.61 -2.52 0.94
Br 0.23 -3.83 1.51
Br -0.33 -2.35 -1.27
H -1.43 -4.32 -0.26
C 5.46 0.16 1.25
Br 4.80 -0.07 3.03
Br 7.15 -0.69 0.98
Br 5.57 2.04 0.83
H 4.75 -0.29 0.59
C -0.97 5.21 -2.45
Br -2.35 4.81 -3.72
Br 0.12 3.68 -2.14
Br -1.71 5.86 -0.80
H -0.37 6.00 -2.85
C -2.88 0.17 -1.90
Br -4.13 1.61 -1.71
Br -1.53 0.56 -3.19
Br -3.79 -1.45 -2.38
H -2.38 0.03 -0.95
*
```


# 11
Entry from the Open Molecules 2025 dataset: C14H47FNNbO12P3 as an isolated structure (the ωB97M-V functional and the def2-TZVPD basis).

Values from the calculation:
- orbital gap (eV) = 6.911
- total energy (Ha) = -2700.187882
- E_LUMO (eV) = 1.92

Geometry as ORCA input:
```
! RIJCOSX wB97M-V def2-TZVPD def2/J DEFGRID3
* xyz -1 1
C 3.16 -2.93 0.05
C 3.00 -1.88 1.13
O 3.40 -0.56 0.65
P 2.25 0.32 -0.06
O 1.66 -0.34 -1.24
C 1.12 0.81 1.24
C -0.25 0.13 1.09
C -1.17 0.72 0.02
Nb -2.48 -0.88 -0.89
O -1.52 -1.93 -2.11
P -2.36 -2.43 1.24
N -1.21 -3.53 1.06
C -4.28 0.26 -0.10
C -4.47 0.13 1.41
F -5.53 -0.09 -0.67
P -2.93 0.85 -2.86
O -4.12 0.74 -3.74
O -1.62 0.85 -3.86
O -2.81 2.36 -2.22
O 3.09 1.64 -0.38
C 3.92 1.72 -1.56
C 3.83 3.11 -2.13
H 2.78 -2.54 -0.89
H 4.20 -3.23 -0.05
H 2.56 -3.81 0.32
H 1.96 -1.83 1.49
H 3.63 -2.07 2.00
H 1.58 0.51 2.19
H 1.05 1.90 1.25
H -0.06 -0.94 0.93
H -0.72 0.20 2.07
H -0.60 1.17 -0.80
H -1.77 1.53 0.45
H -3.93 -1.89 -1.38
H -1.97 -2.53 -2.71
H -2.15 -1.68 2.43
H -3.61 -2.97 1.59
H -0.77 -3.45 0.14
H -4.16 1.32 -0.35
H -4.82 -0.88 1.66
H -5.21 0.84 1.78
H -3.53 0.30 1.95
H -0.79 0.91 -3.37
H -2.70 3.01 -2.92
H 4.94 1.47 -1.25
H 3.58 0.96 -2.27
H 2.87 3.29 -2.61
H 4.62 3.24 -2.88
H 3.98 3.85 -1.34
C 4.92 0.47 4.13
O 3.83 0.62 3.24
H 4.59 0.79 5.11
H 5.27 -0.57 4.20
H 5.78 1.10 3.84
H 4.10 0.34 2.36
C -3.99 -5.41 -0.66
O -4.09 -5.33 0.75
H -4.39 -4.48 -1.05
H -2.95 -5.50 -0.98
H -4.56 -6.25 -1.07
H -3.68 -6.11 1.15
C -6.45 2.61 -5.60
O -6.00 1.29 -5.67
H -7.29 2.72 -6.29
H -6.81 2.88 -4.59
H -5.69 3.34 -5.89
H -5.25 1.19 -5.04
C 7.41 3.52 0.08
O 6.77 4.00 -1.09
H 6.79 3.82 0.92
H 7.51 2.43 0.08
H 8.41 3.97 0.21
H 7.29 3.75 -1.86
C -0.87 -0.08 5.07
O 0.28 -0.72 4.56
H -1.71 -0.46 4.49
H -1.05 -0.31 6.12
H -0.84 1.01 4.95
H 1.06 -0.40 5.03
*
```


# 12
Entry from the Open Molecules 2025 dataset: an isolated molecule of ClFH8Si5 (the ωB97M-V functional and the def2-TZVPD basis).

Values from the calculation:
- orbital gap (spin up / spin down) (eV) = 6.427 / 6.427
- total energy (Ha) = -2012.233725
- energy above the lowest of the compared OMol25 structures with the same formula, charge and spin (kJ/mol) = 280.0
- SMILES = F[Si](=[SiH2])[SiH2][SiH2][SiH2]Cl
- E_LUMO (spin up / spin down) (eV) = -1.36 / -1.36

Geometry as ORCA input:
```
! RIJCOSX wB97M-V def2-TZVPD def2/J DEFGRID3
* xyz 0 1
F -2.75 -0.92 1.66
Si -2.40 -0.67 0.07
Si -2.79 1.53 -0.19
Si -0.36 -1.70 -0.13
Si 1.50 -0.81 0.91
Si 2.63 0.62 -0.63
Cl 1.15 1.88 -0.97
H -3.49 2.75 0.62
H -2.75 1.86 -1.52
H -0.10 -1.54 -1.65
H -0.42 -3.12 0.17
H 2.46 -1.53 1.75
H 0.89 0.25 2.12
H 3.90 1.33 -0.19
H 2.52 0.07 -2.04
*
```


> Number 12 is which compound?

ClFH8Si5


> The lowest total energy belongs to which entry?

C16H23Br15O7


> The lowest total energy belongs to which entry?

C16H23Br15O7


> Which of these has the highest total energy?

C3H7O2